1.
C6H7FeLiO3 | the ωB97M-V functional and the def2-TZVPD basis

XYZ file:
```
18
C6H7FeLiO3 (the ωB97M-V functional and the def2-TZVPD basis)
O -4.384 0.326 -0.077
C -2.624 0.497 -0.369
C -3.055 0.248 1.059
O -2.824 1.099 1.989
H -4.575 -0.615 -0.138
H -2.493 0.338 -1.446
H -1.683 -0.093 -0.328
H -2.991 -0.817 1.358
Fe -2.066 2.681 2.466
C -2.834 2.418 -1.275
C -2.535 3.460 -0.423
C -2.240 4.331 0.424
C -2.031 5.157 1.494
O -1.789 4.662 2.667
Li -1.373 5.718 4.218
H -2.074 2.242 -2.043
H -3.841 2.497 -1.703
H -2.106 6.247 1.391
```

## Properties
Multiplicity: 6
E_LUMO (spin up / spin down) (eV): -13.6 / -13.7
Frontier orbital gap (spin up / spin down) (eV): 6.381 / 8.086
Total charge: +3

2.
C39H26BrFeGeN4O4S2 | the ωB97M-V functional and the def2-TZVPD basis

XYZ file:
```
78
C39H26BrFeGeN4O4S2 (the ωB97M-V functional and the def2-TZVPD basis)
Fe 0.473 0.136 -1.165
O 2.276 1.734 -1.074
C 2.280 2.879 -1.474
C 1.232 3.539 -2.241
C 1.435 4.873 -2.564
C 0.491 5.589 -3.281
C -0.706 4.962 -3.687
C -0.926 3.656 -3.388
C 0.029 2.847 -2.657
O -0.218 1.641 -2.445
N 0.724 6.960 -3.602
O -0.149 7.579 -4.207
O 1.786 7.478 -3.267
H 3.149 3.533 -1.251
H 2.346 5.367 -2.253
H -1.434 5.543 -4.235
H -1.838 3.157 -3.692
S -0.186 -1.832 -0.279
C 0.883 -3.042 -0.927
C 0.756 -4.369 -0.520
C 1.583 -5.372 -1.013
C 1.410 -6.721 -0.565
N 1.255 -7.801 -0.194
C 2.575 -5.037 -1.953
C 2.712 -3.717 -2.359
C 1.894 -2.696 -1.862
S 2.132 -1.061 -2.371
C 3.448 -6.035 -2.496
N 4.162 -6.825 -2.936
H -0.013 -4.623 0.200
H 3.480 -3.462 -3.078
C -0.312 0.962 0.221
Ge -0.354 0.413 2.050
C 1.300 -0.465 2.662
C 2.373 0.338 3.044
C 3.603 -0.212 3.380
C 3.782 -1.586 3.341
C 2.725 -2.403 2.965
C 1.500 -1.845 2.627
C -0.479 2.001 3.248
C -0.559 3.298 2.747
C -0.659 4.397 3.593
C -0.679 4.215 4.967
C -0.597 2.930 5.488
C -0.498 1.842 4.634
C -1.903 -0.663 2.632
C -3.130 -0.463 1.999
C -4.259 -1.177 2.372
C -4.181 -2.115 3.393
C -2.971 -2.326 4.036
C -1.846 -1.603 3.657
H -0.763 1.945 0.032
H 2.251 1.416 3.074
H 4.426 0.436 3.661
H 4.745 -2.019 3.585
H 2.859 -3.477 2.909
H 0.699 -2.492 2.293
H -0.534 3.452 1.674
H -0.718 5.396 3.177
H -0.754 5.069 5.630
H -0.609 2.779 6.561
H -0.434 0.844 5.057
H -3.194 0.249 1.183
H -5.199 -1.012 1.859
H -5.057 -2.685 3.679
H -2.899 -3.060 4.830
H -0.907 -1.784 4.169
Br -3.955 -3.095 -6.516
C -2.819 -2.249 -5.243
C -3.292 -1.992 -3.970
C -2.418 -1.376 -3.082
N -1.181 -1.024 -3.404
C -0.748 -1.287 -4.628
C -1.529 -1.904 -5.600
H -4.294 -2.265 -3.670
H -2.716 -1.169 -2.060
H 0.280 -1.006 -4.833
H -1.138 -2.109 -6.586
```

## Properties
Energy above the lowest of the compared OMol25 structures with the same formula, charge and spin (kJ/mol): 108.4
Multiplicity: 2
E_LUMO (spin up / spin down) (eV): 3.5 / 3.5
Frontier orbital gap (spin up / spin down) (eV): 5.644 / 5.756
Total charge: -2

3.
C26H50OP2SiZr | the ωB97M-V functional and the def2-TZVPD basis

XYZ file:
```
81
C26H50OP2SiZr (the ωB97M-V functional and the def2-TZVPD basis)
Zr 0.059 -0.396 1.489
C -0.797 -2.441 2.590
C 0.522 -2.772 2.122
C 0.741 -1.184 3.804
C -0.653 -1.486 3.658
C 1.469 -1.951 2.829
C -2.068 -3.103 2.192
H -2.022 -3.456 1.158
H -2.912 -2.408 2.258
H -2.282 -3.963 2.844
C -1.749 -0.941 4.500
H -2.722 -1.298 4.142
H -1.770 0.159 4.481
H -1.628 -1.255 5.548
C 1.331 -0.269 4.815
H 1.260 -0.700 5.826
H 0.824 0.706 4.828
H 2.391 -0.087 4.598
C 2.950 -2.019 2.714
H 3.369 -2.731 3.440
H 3.403 -1.039 2.902
H 3.250 -2.330 1.709
C 0.869 -3.853 1.157
H 1.100 -4.788 1.699
H 1.750 -3.595 0.550
H 0.044 -4.070 0.466
C -1.424 0.927 -4.094
C -1.618 -0.401 -4.169
C -0.933 -1.307 -5.153
C 0.559 -0.992 -5.428
C 1.332 -0.520 -4.250
C 1.629 0.769 -3.973
C 0.916 1.950 -4.561
C -0.543 1.729 -5.011
H -1.459 -1.320 -6.128
H 0.631 -0.303 -6.278
H -0.999 -2.348 -4.790
H -0.548 1.333 -6.037
H -2.046 1.552 -3.444
H -2.424 -0.878 -3.596
H -1.004 2.732 -5.083
H 0.921 2.776 -3.826
H 2.502 1.032 -3.365
H 1.476 2.350 -5.429
H 1.017 -1.935 -5.768
H 1.742 -1.343 -3.652
P -1.470 -0.343 -0.613
C -2.969 0.563 -0.996
C -1.456 -2.003 -1.359
P 1.694 0.245 -0.446
C 0.051 0.436 -1.405
C 2.788 -0.946 -1.281
C 2.580 1.827 -0.567
H -3.053 1.449 -0.353
H -3.842 -0.078 -0.806
H -2.996 0.885 -2.040
H -1.156 -1.950 -2.415
H -2.459 -2.450 -1.283
H -0.750 -2.661 -0.833
H 2.493 2.233 -1.581
H 3.641 1.650 -0.331
H 2.196 2.563 0.154
H -0.142 1.484 -1.648
H 0.151 -0.075 -2.360
H 3.735 -1.003 -0.726
H 3.002 -0.644 -2.310
H 2.328 -1.942 -1.277
C -2.194 3.480 1.766
Si -0.672 2.913 2.725
C 0.842 3.989 2.398
C -1.044 2.767 4.562
O -0.279 1.382 2.147
H -2.475 4.510 2.025
H -3.058 2.842 1.998
H -2.032 3.444 0.681
H 0.704 4.989 2.833
H 1.743 3.550 2.851
H 1.034 4.115 1.323
H -1.923 2.137 4.756
H -0.204 2.357 5.139
H -1.265 3.756 4.987
```

## Properties
Energy above the lowest of the compared OMol25 structures with the same formula, charge and spin (kJ/mol): 0.0
E_LUMO (eV): -6.8
Frontier orbital gap (eV): 7.436
Total charge: +2